1.
A cluster of 2 separate species, C2H4FNO2 in total in a non-equilibrium geometry. Source: the OMol25 dataset; level of theory: ωB97M-V/def2-TZVPD.

ORCA input file:
```
! RIJCOSX wB97M-V def2-TZVPD def2/J DEFGRID3
* xyz 0 3
F -3.282 -1.369 -0.373
O -3.618 1.983 -0.464
O -3.019 0.430 1.161
N 0.417 -0.155 0.074
C -3.193 1.023 0.033
C -2.440 -0.259 -0.041
H 0.910 -0.417 0.937
H -1.262 -0.513 -0.037
H 0.103 0.813 -0.136
H 0.790 -0.381 -0.831
*
```

⟨S²⟩ = 2.0096
energy above the lowest of the compared OMol25 structures with the same formula, charge and spin = 2.226 eV
HOMO-LUMO gap (alpha / beta) = 5.5 / 7.7 eV
lowest unoccupied orbital energy (alpha / beta) = 0.53 / -3.07 eV

natural (NBO) population analysis, charges in e, atoms 1 to 8: number 1, F, carries -0.3546; number 2, O, carries -0.3313; number 3, O, carries -0.4119; number 4, N, carries -1.0896; number 5, C, carries 0.3789; number 6, C, carries 0.3565; number 7, H, carries 0.4113; number 8, H, carries 0.2672

2.
A structure of composition C18H26F2MoN5O2. Source: the OMol25 dataset; level of theory: ωB97M-V/def2-TZVPD.

ORCA input file:
```
! RIJCOSX wB97M-V def2-TZVPD def2/J DEFGRID3
* xyz 3 1
Mo 0.339 0.199 0.011
F -1.301 -0.076 1.810
F -1.078 -2.150 1.057
O 1.420 -0.632 1.182
O -0.710 1.564 -0.558
N 1.114 -0.458 -1.613
N 1.091 1.715 1.267
N 1.277 1.174 -3.298
N 1.013 -1.086 -3.853
N 2.053 1.301 2.167
C 1.139 -0.106 -2.988
C 0.447 -2.397 -3.485
C 3.949 -0.138 3.874
C 3.076 -0.770 2.965
C 3.032 -2.175 2.875
C 1.552 -1.020 -5.227
C -0.336 3.542 0.564
C 4.760 -0.905 4.675
C 3.849 -2.929 3.687
C 4.710 -2.298 4.582
C -1.046 2.874 -0.361
C -1.349 -0.912 0.720
C 1.350 3.840 2.403
C 0.750 1.753 -4.547
C 2.222 0.037 2.168
C -2.160 3.397 -1.196
C 2.043 2.115 -2.471
C 0.708 2.977 1.378
H 5.350 -2.898 5.216
H -3.034 3.584 -0.568
H 1.543 1.938 -5.269
H 2.729 2.659 -3.119
H -0.006 1.105 -4.978
H 1.047 3.494 3.397
H 1.238 -3.090 -3.195
H 2.357 -2.663 2.185
H -2.293 -0.809 0.183
H 2.064 -1.962 -5.415
H -1.882 4.347 -1.651
H 1.384 2.844 -1.995
H 3.972 0.942 3.936
H 3.821 -4.008 3.633
H 2.271 -0.214 -5.317
H 1.053 4.877 2.282
H -2.436 2.686 -1.972
H 1.712 -1.267 -1.420
H 0.287 2.706 -4.293
H -0.055 -2.801 -4.361
H -0.282 -2.298 -2.687
H 2.435 3.743 2.368
H 0.751 -0.905 -5.956
H 2.639 1.592 -1.728
H 5.434 -0.433 5.376
H -0.572 4.584 0.727
*
```

energy above the lowest of the compared OMol25 structures with the same formula, charge and spin = 0.000 eV
HOMO-LUMO gap (alpha / beta) = 4.7 / 4.7 eV
lowest unoccupied orbital energy (alpha / beta) = -12.54 / -12.54 eV

natural (NBO) population analysis, charges in e, atoms 1 to 8: number 1, Mo, carries 1.8117; number 2, F, carries -0.2865; number 3, F, carries -0.2588; number 4, O, carries -0.5238; number 5, O, carries -0.5270; number 6, N, carries -0.8068; number 7, N, carries -0.3572; number 8, N, carries -0.3635

3.
A structure of composition C18H23N10O6P2S3Ti in a non-equilibrium geometry. Source: the OMol25 dataset; level of theory: ωB97M-V/def2-TZVPD.

ORCA input file:
```
! RIJCOSX wB97M-V def2-TZVPD def2/J DEFGRID3
* xyz -1 1
Ti 1.226 -1.320 0.884
S 2.568 -3.233 1.932
S -5.952 0.209 -0.636
S 1.296 -4.016 0.604
P 0.547 1.432 0.661
P 0.917 -0.633 -1.664
O -5.785 1.626 -0.933
O 1.873 -5.069 -0.175
O 0.037 -4.317 1.269
O 1.066 -2.760 -0.242
O -6.257 -0.625 -1.789
O -6.749 -0.063 0.554
N 3.895 -0.171 2.773
N 2.943 -0.485 0.606
N 2.492 -0.349 4.692
N -0.730 -1.704 1.621
N 0.614 -0.669 3.717
N 4.674 -0.050 -0.565
N 5.071 0.050 0.693
N 1.523 -0.575 2.722
N 1.193 -0.535 4.844
N 3.437 -0.360 -0.634
C -0.255 3.252 -1.352
C 3.996 -0.227 1.417
C -0.634 -1.393 -2.303
C -3.644 0.440 0.844
C -2.654 -2.055 0.136
C -0.427 3.653 -2.663
C -3.839 -1.588 -0.416
C 2.056 -1.170 -3.003
C -1.952 -1.255 1.033
C 0.207 1.975 -1.062
C -2.466 -0.015 1.413
C -0.126 2.786 -3.699
C 0.330 1.510 -3.423
C 2.146 2.355 0.838
C 2.691 -0.382 3.384
C -4.313 -0.341 -0.076
C -0.475 2.602 1.663
C 0.497 1.095 -2.108
H -0.261 3.103 -4.721
H -4.421 -2.181 -1.104
H 2.381 -2.178 -2.745
H -1.958 0.535 2.196
H -0.465 2.257 2.697
H -0.715 -1.437 2.620
H 2.887 2.003 0.124
H -0.748 -1.168 -3.364
H -1.498 2.607 1.294
H -0.583 -2.472 -2.159
H 0.545 0.838 -4.241
H 2.523 2.227 1.853
H -2.277 -3.042 -0.107
H -0.805 4.641 -2.873
H 1.546 -1.187 -3.967
H -0.668 -2.739 1.561
H 1.964 3.414 0.649
H -0.060 3.608 1.630
H -1.490 -0.993 -1.760
H 2.930 -0.523 -3.033
H -0.503 3.937 -0.557
H -4.093 1.382 1.113
H 4.730 -0.254 3.331
*
```

HOMO-LUMO gap = 6.2 eV
lowest unoccupied orbital energy = 0.39 eV

natural (NBO) population analysis, charges in e, atoms 1 to 8: number 1, Ti, carries 1.3232; number 2, S, carries -0.3599; number 3, S, carries 2.4107; number 4, S, carries 2.2208; number 5, P, carries 0.9907; number 6, P, carries 1.0304; number 7, O, carries -1.0208; number 8, O, carries -0.9152

4.
A cluster of 5 separate species, C21H35BFO10 in total in a non-equilibrium geometry. Source: the OMol25 dataset; level of theory: ωB97M-V/def2-TZVPD.

ORCA input file:
```
! RIJCOSX wB97M-V def2-TZVPD def2/J DEFGRID3
* xyz -1 1
F 2.169 -1.364 -3.498
O 5.167 1.367 -2.997
O -8.263 -3.593 3.751
O 4.807 5.121 0.373
O -3.356 -1.491 -0.182
O -7.089 -1.682 3.731
O -4.628 3.553 3.451
O 4.664 0.988 -0.780
O -1.351 -2.077 -0.971
O 6.807 5.939 0.961
O -3.328 1.879 2.723
C -0.381 -1.549 -1.907
C -7.414 -2.919 1.662
C 3.797 -3.039 -3.077
C 5.918 4.915 0.741
C 8.090 5.411 1.305
C -7.550 -2.614 3.141
C 4.178 0.372 -3.033
C 4.468 -0.751 -4.018
C -3.467 0.454 2.527
C -4.461 2.382 3.265
C -4.556 0.022 3.494
C -8.506 -3.964 1.439
C 4.185 -0.099 -1.529
C 6.597 3.582 1.018
C -2.298 -0.162 -1.937
C -8.588 -4.628 2.807
C 3.404 -1.860 -3.942
C -1.184 -0.670 -2.852
C -5.444 1.258 3.541
C -2.441 -1.290 -0.935
C 7.818 4.013 1.836
B 4.681 2.110 -1.795
H 5.274 3.121 -1.491
H 3.058 -3.824 -3.220
H -7.559 -2.020 1.071
H 8.673 3.346 1.736
H -2.012 0.744 -1.400
H 8.550 6.064 2.046
H -4.127 -0.160 4.482
H 8.716 5.400 0.408
H 0.114 -2.372 -2.412
H 4.405 -0.346 -5.025
H -2.512 -0.027 2.723
H 5.934 2.918 1.562
H 5.443 -1.193 -3.850
H -8.295 -4.665 0.634
H -9.450 -3.466 1.212
H -6.197 1.252 2.751
H -0.586 0.113 -3.311
H -1.614 -1.279 -3.649
H -6.415 -3.320 1.483
H 4.987 -0.846 -1.468
H 3.488 2.451 -1.919
H -9.579 -5.012 3.034
H 0.365 -0.981 -1.350
H -5.066 -0.878 3.181
H -7.862 -5.436 2.920
H 7.556 4.067 2.895
H 3.236 -2.242 -4.949
H 3.216 -0.479 -1.202
H -3.745 0.271 1.490
H 4.743 -3.421 -3.446
H -5.924 1.397 4.505
H 3.262 0.874 -3.332
H 3.837 -2.787 -2.026
H -3.235 0.001 -2.464
H 6.874 3.121 0.070
*
```

HOMO-LUMO gap = 5.9 eV
lowest unoccupied orbital energy = 1.83 eV

natural (NBO) population analysis, charges in e, atoms 1 to 8: number 1, F, carries -0.3922; number 2, O, carries -0.7268; number 3, O, carries -0.4903; number 4, O, carries -0.5346; number 5, O, carries -0.6071; number 6, O, carries -0.5684; number 7, O, carries -0.5796; number 8, O, carries -0.7461

5.
A cluster of 2 separate species, C6H12OSi in total in a non-equilibrium geometry. Source: the OMol25 dataset; level of theory: ωB97M-V/def2-TZVPD.

ORCA input file:
```
! RIJCOSX wB97M-V def2-TZVPD def2/J DEFGRID3
* xyz 0 1
Si -0.049 0.036 -0.504
O 0.058 -1.089 -1.695
C 0.695 -0.583 2.157
C 1.260 1.305 -0.708
C 1.992 -0.581 2.207
C 2.482 0.878 -1.081
C -2.899 -0.661 -0.207
C -1.918 0.510 -0.415
H 2.719 -0.171 -1.113
H 0.093 -0.705 3.051
H 2.482 -0.431 1.229
H 3.207 1.661 -1.343
H -2.239 1.262 0.388
H -2.696 -1.249 0.641
H 2.485 -0.716 3.149
H -2.795 -1.423 -0.984
H -2.242 0.869 -1.410
H 0.287 -0.936 -2.649
H -3.864 -0.178 -0.236
H 0.942 2.203 -0.477
*
```

energy above the lowest of the compared OMol25 structures with the same formula, charge and spin = 4.269 eV
HOMO-LUMO gap (alpha / beta) = 8.2 / 8.2 eV
lowest unoccupied orbital energy (alpha / beta) = 0.34 / 0.34 eV

natural (NBO) population analysis, charges in e, atoms 1 to 8: number 1, Si, carries 1.8051; number 2, O, carries -1.1418; number 3, C, carries -0.3946; number 4, C, carries -0.7007; number 5, C, carries -0.5116; number 6, C, carries -0.3355; number 7, C, carries -0.5983; number 8, C, carries -0.9057

Going through the records in order, we get E values of -10433.7855, -37894.8319, -120428.2985, -46216.3901, -16338.1547 eV.